ORCA calculation (ωB97M-V/def2-TZVPD) on one molecule with the formula F2H2N2O2S.

LUMO   0.391 eV
SMILES   NS(=O)(=O)N(F)F
Frontier orbital gap   11.96 eV

Structure (XYZ):
```
9
Properties=species:S:1:pos:R:3:nbo_charge:R:1
N 0.88984 0.23336 1.24535 -0.9749
N -0.33565 0.63679 -1.04293 0.0822
O 0.69734 -1.65547 -0.22739 -0.8880
O -1.52219 -0.76563 0.81735 -0.8461
F -0.48822 -0.01783 -2.24798 -0.2024
F -1.58114 1.08078 -0.75638 -0.1862
S -0.09842 -0.59634 0.23167 2.2331
H 1.71378 -0.07756 0.90163 0.3924
H 0.72466 1.16189 1.07869 0.3900
```

ORCA calculation (ωB97M-V/def2-TZVPD) on an isolated ion of composition C3HN2O3 and charge -1.

Charge   -1
LUMO   3.998 eV
SMILES   O=c1[nH]c([O-])c2n1O2
Frontier orbital gap   7.72 eV

Structure (XYZ):
```
9
Properties=species:S:1:pos:R:3:nbo_charge:R:1
C -1.02767 0.34776 -0.49673 0.5732
C -0.16321 1.49703 -0.13071 -0.0786
C 0.96796 -0.51114 0.24378 0.7655
N -0.18490 -0.78274 -0.46686 -0.6664
N 1.04218 0.88382 0.41705 -0.2918
O -2.15671 0.29975 -0.94486 -0.6196
O 1.79636 -1.33662 0.55980 -0.6208
O 0.21777 1.32266 1.50916 -0.4597
H -0.49178 -1.72053 -0.69062 0.3982
```

ORCA calculation (ωB97M-V/def2-TZVPD) on C12H34N2O2RhSi3 as an isolated structure.

Charge   +1
LUMO (spin up / spin down)   -2.397 / -4.422 eV
<S²>   6.008
Multiplicity   5
Frontier orbital gap (spin up / spin down)   8.63 / 7.76 eV

Structure (XYZ):
```
54
Properties=species:S:1:pos:R:3:lowdin_spin:R:1
Rh 0.59696 -0.05931 1.25184 2.1903
C 2.80155 -2.54497 0.56810 0.0083
O 1.57127 -1.94329 0.10827 0.0957
Si 0.97601 -1.41708 -1.41810 0.0507
C 0.44682 -2.94021 -2.41054 0.0044
C 2.39139 -0.62795 -2.27059 0.0016
C -0.31581 -0.35396 -0.67979 0.2952
Si -2.05609 -1.03298 -0.24262 0.0461
C -2.62128 0.03557 1.24232 0.0285
C -3.31932 -0.96686 -1.57187 0.0121
C -2.05682 -2.81845 0.26294 0.0016
Si -0.16216 1.33407 -1.51667 0.0629
C 1.38457 2.24722 -1.03029 0.0192
C -1.56186 2.50365 -0.96145 0.0046
C -0.34216 0.93305 -3.35397 0.0323
H 2.92526 -3.54106 0.22248 0.0022
H 2.92396 -2.54815 1.63930 0.0007
H 3.65315 -2.00611 0.09798 0.0003
H -0.52499 -2.78490 -2.86752 0.0008
H 0.29788 -3.83654 -1.75464 0.0008
H 1.07556 -3.11716 -3.26388 0.0002
H 2.75077 0.30341 -1.90865 0.0001
H 2.25955 -0.38242 -3.31873 0.0003
H 3.18723 -1.35401 -2.29000 0.0003
H -2.53711 1.10876 1.09130 0.0008
H -1.98102 -0.28796 2.12593 0.0084
H -3.63115 -0.23128 1.50164 0.0040
H -3.52661 0.09449 -1.86614 0.0000
H -4.21212 -1.44160 -1.20219 0.0018
H -2.98091 -1.45343 -2.47899 -0.0001
H -1.82293 -3.61508 -0.52860 0.0000
H -3.14911 -2.99604 0.66427 0.0001
H -1.35549 -3.01404 1.11489 0.0002
H 1.73857 2.67331 -1.92704 0.0020
H 2.23708 1.73559 -0.63809 0.0022
H 1.08889 2.96613 -0.26811 0.0028
H -1.45899 2.78597 0.07380 0.0064
H -2.55760 2.08071 -1.09841 0.0002
H -1.44846 3.45507 -1.50944 0.0000
H -0.71874 -0.15166 -3.41113 0.0020
H 0.63062 0.98586 -3.81185 0.0013
H -1.12333 1.55439 -3.81500 0.0036
C 0.89736 4.56208 3.17295 0.1335
C 0.43713 3.22346 2.71222 0.5522
O 0.81838 2.13544 2.82628 0.3060
H 0.53918 5.37685 2.43106 0.0044
H 2.05618 4.60352 3.31762 0.0232
H 0.33763 4.67477 4.12317 0.0012
N 1.69366 -0.64370 3.90851 0.0164
N 0.37199 -0.73199 3.34914 0.0533
H 1.62620 -0.83762 4.92485 0.0036
H 1.97742 0.26339 3.68711 0.0034
H -0.38497 -0.27916 3.83565 0.0046
H 0.15682 -1.67779 3.16072 0.0031
```

ORCA calculation (ωB97M-V/def2-TZVPD) on C2NO4 as an isolated structure.

Charge   -1
LUMO   3.996 eV
Frontier orbital gap   9.01 eV

Structure (XYZ):
```
7
Properties=species:S:1:pos:R:3:nbo_charge:R:1
C 1.35374 -0.15152 -0.08124 0.8153
C -1.52741 0.27454 -0.08682 0.9847
N 0.17383 -0.48090 -0.42420 -0.3571
O -1.36899 1.33869 0.38169 -0.6211
O 2.65006 0.63251 -0.19440 -0.7846
O -2.20622 -0.58529 -0.40755 -0.5992
O 0.92499 -1.02804 0.81253 -0.4379
```

ORCA calculation (ωB97M-V/def2-TZVPD) on an isolated ion of composition C3H5N2O and charge +1.

Charge   +1
LUMO (spin up / spin down)   -8.796 / -8.789 eV
Frontier orbital gap (spin up / spin down)   7.09 / 7.08 eV

Structure (XYZ):
```
11
Properties=species:S:1:pos:R:3:nbo_charge:R:1
C 0.21392 0.61026 1.09821 0.2834
C -1.03330 -1.27177 1.09133 0.4900
C 0.75192 0.59754 -1.54034 -0.4604
N -0.48551 -0.31540 1.84195 -0.5015
N 0.48343 0.37669 -0.16057 -0.0088
O -0.78132 -1.45052 -0.08969 -0.3347
H 0.36435 1.60645 1.66516 0.3458
H -1.73319 -1.99053 1.73134 0.2840
H -0.03662 -0.00970 -2.15679 0.3334
H 0.47749 1.62857 -1.68439 0.2888
H 1.77883 0.21840 -1.79621 0.2799
```

ORCA calculation (ωB97M-V/def2-TZVPD) on C2H4BNO2 as an isolated structure.

LUMO   -0.117 eV
Frontier orbital gap   10.59 eV

Structure (XYZ):
```
10
Properties=species:S:1:pos:R:3:nbo_charge:R:1
B -0.65381 -0.09702 -0.02423 1.1243
C 1.76062 0.54772 0.58578 0.2627
C 0.88160 0.29952 -0.42282 -0.8323
N 2.60916 0.62811 1.36536 -0.3049
O -1.28954 -0.96811 -0.81329 -0.8771
O -1.19969 0.40304 1.15576 -0.8891
H 1.28305 -0.71484 -1.36746 0.2510
H 0.98043 0.93659 -1.25215 0.2835
H -2.24121 -1.00377 -0.63716 0.4903
H -2.13061 -0.03125 1.41022 0.4917
```

| no. | largest force on an atom (eV/A) |
| --- | --- |
| 1 | 7.76 |
| 2 | 2.57 |
| 3 | 3.03 |
| 4 | 9.07 |
| 5 | 2.82 |
| 6 | 6.86 |